Record 1
Molecular formula: C16H26BN4Pb
Method: DFT, ωB97M-V/def2-TZVPD

The calculation puts the frontier orbital gap at 0.1838 Eh. For the LUMO energy, the calculation gives -5.91 eV. As for the charge: +1. The calculation puts the strongest force on any atom at 10.4 eV/Å.

XYZ file:
```
48
Properties=species:S:1:pos:R:3:lowdin_charge:R:1
Pb -0.0504 -0.8516 3.6139 1.81
B 0.1082 -0.2508 1.7721 -0.95
H -0.4379 0.4565 2.3769 0.01
H 1.1031 -0.2951 2.1873 0.01
H -0.4193 -1.1864 1.8755 -0.04
H 0.2193 0.0374 0.7383 0.01
C -3.5461 0.2806 -1.3505 -0.08
C -2.0574 -0.1592 -1.6180 -0.16
C -1.4509 -1.2130 -0.6410 -0.21
C -2.2792 -2.2840 -0.0466 -0.24
N -2.8207 -3.1430 0.4221 0.19
H -3.7422 0.4796 -0.2970 0.06
H -4.2121 -0.4996 -1.7190 0.07
H -3.9693 1.1443 -1.8634 0.07
H -1.4135 0.7202 -1.6329 0.04
H -2.1377 -0.5490 -2.6327 0.12
H -1.0518 -0.6549 0.2059 0.08
H -0.5866 -1.5574 -1.2089 0.03
N 0.6731 -1.5459 -0.0661 -0.03
C -0.0972 -2.5881 0.2242 -0.21
C -0.1951 -3.4217 -0.8977 -0.06
C 0.4939 -2.8591 -1.9540 -0.01
C 0.9430 -1.6295 -1.4486 -0.11
H 0.7423 -0.7337 0.5302 -0.01
H -0.6825 -2.6233 1.1311 0.10
H -0.6735 -4.3841 -1.0044 0.13
H 0.5931 -3.2681 -2.9486 0.13
H 1.2142 -0.7643 -2.0354 0.12
N 2.0331 0.8248 1.1979 -0.05
C 2.0562 1.5407 2.3613 -0.18
C 3.3489 1.7738 2.6976 -0.08
C 4.1881 1.2337 1.7150 -0.04
C 3.3145 0.6177 0.7789 -0.03
H 1.1792 0.4338 0.8263 0.01
H 1.1429 1.9372 2.7797 0.12
H 3.7144 2.3336 3.5458 0.11
H 5.2680 1.2507 1.7186 0.11
H 3.4710 0.1736 -0.1931 0.12
N -0.4012 1.4626 0.0382 -0.02
C 0.1450 1.1332 -1.1374 -0.21
C -0.0192 2.2134 -2.0076 -0.06
C -0.7248 3.1814 -1.3508 -0.10
C -1.0055 2.7424 -0.1321 -0.05
H -0.4964 0.8358 0.8244 0.03
H 0.5370 0.1668 -1.4182 0.07
H 0.4033 2.1540 -2.9998 0.12
H -0.8248 4.2152 -1.6470 0.12
H -1.5970 3.1184 0.6896 0.12
```

=====

Record 2
Molecular formula: C13H14N2OS
Method: DFT, ωB97M-V/def2-TZVPD

The calculation puts the frontier orbital gap at 0.3277 Eh. Its relative energy (zero: lowest compared OMol25 entry of this formula, charge and spin) is 0.0 kcal/mol. For the LUMO energy, the calculation gives 0.65 eV. The SMILES is Cc1ccccc1CNC(=O)Nc1cccs1. The calculation puts the strongest force on any atom at 0.6 eV/Å.

XYZ file:
```
31
Properties=species:S:1:pos:R:3:lowdin_charge:R:1
C -1.3882 -0.5475 1.9028 -0.03
C -2.3056 0.0362 0.8729 -0.22
C -3.1622 1.0703 1.2309 -0.05
C -4.0166 1.6512 0.3123 -0.09
C -4.0268 1.1991 -0.9950 -0.09
C -3.1773 0.1733 -1.3662 -0.05
C -2.3169 -0.4172 -0.4492 -0.17
C -1.4064 -1.5261 -0.9085 -0.12
N -0.0119 -1.1697 -0.7566 0.07
C 0.8523 -1.9449 -0.0708 -0.58
O 0.5909 -3.0519 0.3529 0.06
N 2.1300 -1.4302 0.1152 0.09
C 2.6373 -0.1559 -0.0225 -0.53
C 3.9624 0.1677 -0.0765 -0.13
C 4.1886 1.5612 -0.1402 -0.20
C 3.0468 2.2866 -0.1277 -0.42
S 1.6468 1.2815 -0.0163 1.04
H -1.7628 -0.3433 2.9032 0.08
H -1.2780 -1.6225 1.7825 0.08
H -0.3975 -0.0993 1.8168 0.07
H -3.1583 1.4236 2.2523 0.11
H -4.6735 2.4526 0.6165 0.10
H -4.6907 1.6424 -1.7220 0.10
H -3.1842 -0.1819 -2.3873 0.11
H -1.6113 -1.7586 -1.9601 0.12
H -1.5584 -2.4366 -0.3209 0.13
H 0.2757 -0.2803 -1.1300 0.07
H 2.7693 -2.1128 0.5011 0.16
H 4.7473 -0.5665 -0.0796 0.11
H 5.1691 1.9978 -0.2010 0.10
H 2.9165 3.3482 -0.1783 0.06
```

=====

Record 3
Molecular formula: C4H8O2
Method: DFT, ωB97M-V/def2-TZVPD

The calculation puts the frontier orbital gap at 0.3506 Eh. Its relative energy (zero: lowest compared OMol25 entry of this formula, charge and spin) is 135.1 kcal/mol. For the LUMO energy, the calculation gives 0.44 eV. The calculation puts the strongest force on any atom at 0.3 eV/Å.

XYZ file:
```
14
Properties=species:S:1:pos:R:3:lowdin_charge:R:1
C -1.9947 -0.0612 -0.1222 -0.13
O -0.9249 0.7842 -0.4606 -0.28
C -0.3408 1.3725 0.6799 -0.13
C 1.6420 -0.9072 -0.3916 -0.31
C 2.9668 -1.1060 -0.6214 0.16
O 1.8053 -1.2498 0.8188 -0.02
H -1.6611 -0.8603 0.5584 0.09
H -2.8020 0.4955 0.3762 0.09
H -2.3719 -0.4889 -1.0553 0.09
H 0.0337 0.6111 1.3831 0.08
H -1.0576 2.0111 1.2144 0.09
H 0.7462 -0.4858 -0.8578 0.11
H 0.4848 1.9849 0.3158 0.10
H 3.3195 -2.1081 -0.8513 0.05
```

=====

Record 4
Molecular formula: C4H8F3LiO5S
Method: DFT, ωB97M-V/def2-TZVPD

The calculation puts the frontier orbital gap at 0.2881 Eh. Its relative energy (zero: lowest compared OMol25 entry of this formula, charge and spin) is 0.0 kcal/mol. For the LUMO energy, the calculation gives 0.17 eV. The calculation puts the strongest force on any atom at 4.1 eV/Å.

XYZ file:
```
22
Properties=species:S:1:pos:R:3:lowdin_charge:R:1
O 2.1955 -0.3644 -0.5180 -0.35
O 1.1521 2.7348 1.2563 -0.29
C -0.1646 2.5903 1.3263 -0.50
O -0.5538 1.2998 0.7154 -0.34
C -1.9193 0.9954 0.7757 -0.13
Li 1.1719 1.1119 0.1309 0.68
H -0.7730 3.3523 0.7745 0.11
H -0.5675 2.5403 2.3701 0.12
H -2.2458 0.6950 -0.2290 0.07
H -2.1146 0.1421 1.4500 0.09
H -2.5077 1.8585 1.1354 0.10
S 1.6735 -1.7606 -0.7944 0.80
O 2.5621 -2.8436 -1.1422 -0.21
O 0.4779 -1.7845 -1.8314 -0.26
C 0.7793 -2.2304 0.7987 -0.67
F 1.6058 -2.9033 1.5677 0.19
F 0.4218 -1.1004 1.3979 0.15
F -0.2865 -2.9485 0.5294 0.18
C -0.1135 -0.5516 -2.3248 -0.03
H -0.7557 -0.8657 -3.1514 0.11
H 0.6788 0.1087 -2.6940 0.10
H -0.7168 -0.0760 -1.5431 0.07
```